C9H32F2N15O13S2 | ωB97M-V/def2-TZVPD

2S+1: 1
HOMO level, eV: 2.18
Net charge: -3
Frontier orbital gap, hartree: 0.08354
Max |F|, eV/Å: 9.201

Positions of all 73 atoms, in Å:
1 N 5.303 -4.627 -2.048
2 S 6.467 -5.433 -2.637
3 O 6.407 -6.887 -2.658
4 O 7.750 -4.847 -2.492
5 F 6.134 -5.114 -4.156
6 S 5.482 -5.193 -0.422
7 O 6.865 -5.247 0.093
8 O 4.624 -6.346 -0.029
9 F 4.864 -3.897 0.276
10 O -1.453 -1.142 1.441
11 C -0.638 0.050 1.740
12 C -0.772 1.381 0.785
13 O -0.135 1.394 -0.543
14 H 0.428 -0.152 1.843
15 H -0.838 0.223 2.798
16 H -0.392 2.230 1.352
17 H -1.831 1.628 0.715
18 C -0.285 -5.571 5.164
19 O 0.048 -6.321 6.070
20 N -1.153 -4.610 5.261
21 N 0.146 -5.546 3.966
22 H -1.755 -4.502 6.065
23 H -1.166 -4.102 4.388
24 H 0.715 -6.243 3.508
25 H -0.355 -4.858 3.422
26 C -3.423 -7.811 -0.187
27 O -2.614 -7.477 -0.919
28 N -3.851 -7.062 0.743
29 N -4.040 -8.915 -0.349
30 H -3.292 -6.351 1.192
31 H -4.474 -7.527 1.387
32 H -4.833 -9.282 0.158
33 H -3.669 -9.630 -0.958
34 C -6.379 3.934 -2.103
35 O -6.593 3.332 -1.052
36 N -5.160 4.182 -2.490
37 N -7.221 4.598 -2.797
38 H -4.441 3.526 -2.222
39 H -5.253 4.695 -3.355
40 H -7.003 5.149 -3.616
41 H -8.146 4.243 -2.603
42 C -0.765 4.040 -6.351
43 O -0.640 4.389 -7.507
44 N -1.089 2.923 -5.874
45 N -0.526 4.801 -5.325
46 H -1.010 2.088 -6.435
47 H -0.639 2.676 -5.004
48 H -0.221 5.736 -5.557
49 H -0.486 4.485 -4.366
50 C -2.118 4.186 6.527
51 O -1.643 5.084 7.130
52 N -2.754 4.278 5.388
53 N -1.964 2.968 6.894
54 H -3.083 3.533 4.791
55 H -3.178 5.171 5.179
56 H -2.280 2.272 6.234
57 H -1.347 2.709 7.651
58 C 4.713 0.866 -4.194
59 O 5.543 0.416 -4.957
60 N 4.153 1.984 -4.403
61 N 4.405 0.383 -2.985
62 H 3.284 2.268 -3.975
63 H 4.534 2.613 -5.096
64 H 4.520 -0.580 -2.704
65 H 3.659 0.875 -2.513
66 C 3.461 5.874 1.621
67 O 3.749 7.067 1.424
68 N 3.537 5.008 0.670
69 N 2.843 5.393 2.689
70 H 2.851 4.274 0.765
71 H 3.689 5.464 -0.219
72 H 2.123 4.718 2.473
73 H 2.612 6.165 3.298

C5H13N | ωB97M-V/def2-TZVPD

2S+1: 2
HOMO level (spin up / spin down), eV: -14.65 / -14.63
Net charge: +1
Frontier orbital gap (spin up / spin down), hartree: 0.40635 / 0.20131
Energy above the lowest of the compared OMol25 structures with the same formula, charge and spin, kJ/mol: 278.7
<S²>: 0.754
Max |F|, eV/Å: 6.528

Positions of all 19 atoms, in Å:
1 C -1.338 -1.033 -0.954
2 C 0.024 -0.921 -0.346
3 C 0.338 0.269 0.671
4 C 0.624 1.654 0.224
5 C 1.558 -0.302 1.678
6 N -1.574 0.123 -1.862
7 H -1.308 -2.027 -1.390
8 H -2.090 -1.132 -0.160
9 H 0.813 -0.799 -1.201
10 H 0.290 -1.737 0.301
11 H -0.663 0.224 1.233
12 H -0.059 2.161 -0.467
13 H 0.822 2.298 1.046
14 H 1.577 1.622 -0.447
15 H 1.929 0.672 2.123
16 H 0.925 -0.878 2.445
17 H 2.129 -1.101 1.131
18 H -1.856 1.100 -1.519
19 H -2.141 -0.193 -2.508

Q: Which formula does entry 1 have?
A: C9H32F2N15O13S2

Q: Which value of 2S+1 does entry 1 give?
A: 1

Q: Look up the 2S+1 of the first one.
A: 1

Q: Among the records above, which one has the lowest 2S+1?
A: C9H32F2N15O13S2